Entry 1:
DFT (ωB97M-V/def2-TZVPD) results for an isolated molecule of CHNO3 at a distorted geometry.

Each line ends with the Mulliken spin population.
CARTESIAN COORDINATES (ANGSTROEM)
1 C 0.36630 0.68870 0.17550  0.169
2 N -0.31330 -0.65437 -0.17208  0.304
3 O -0.10705 1.39224 0.93806  0.400
4 O 0.43616 -1.53746 -0.32638  0.550
5 O -1.49128 -0.78316 -0.13001  0.517
6 H 1.10917 0.89404 -0.48508  0.061

The expectation value of S² is 2.0122. As for the spin multiplicity: 3.

---

Entry 2:
DFT (ωB97M-V/def2-TZVPD) results for a cluster of 2 separate species, CHNO3S in total at a distorted geometry.

Each line ends with the Mulliken charge.
CARTESIAN COORDINATES (ANGSTROEM)
1 C -3.50101 -0.01165 -1.05066  0.590
2 N -3.48350 -1.31832 -1.22102  -0.495
3 O -4.97154 -2.93013 0.35954  -0.521
4 O -3.42519 1.15968 -1.04240  -0.493
5 O -3.14538 -1.81739 1.49566  -0.586
6 S -3.58899 -2.55861 0.27495  0.505
7 H 22.11562 7.47641 1.18393  -1.000

The charge is -2. As for the spin multiplicity: 1.

---

Entry 3:
DFT (ωB97M-V/def2-TZVPD) results for an isolated molecule of CHNO4 at a distorted geometry.

Each line ends with the Mulliken spin population.
CARTESIAN COORDINATES (ANGSTROEM)
1 C -0.51520 -0.35671 -0.84631  -0.022
2 N -0.05127 0.63492 0.09821  0.379
3 O -1.19155 -0.03329 -1.76399  0.141
4 O -0.36520 1.80730 -0.01496  0.494
5 O 0.79030 -0.35453 1.03090  0.304
6 O 1.51507 -0.33401 2.07864  0.705
7 H -0.18215 -1.36368 -0.58249  -0.001

The expectation value of S² is 2.0108. As for the spin multiplicity: 3.

---

Table of calculated total energy (hartree), in record order: -318.91491 -717.30880 -394.10571